# 1
The following is a DFT calculation (ωB97M-V with the def2-TZVPD basis set) of a structure of composition CrH18O9.

Last column: Mulliken spin population.
CARTESIAN COORDINATES (ANGSTROEM)
Cr 0.1260 0.0578 -0.0312  2.906
O 2.1759 1.1640 -0.5678  0.025
O -1.9716 0.3909 0.0231  -0.007
O 1.5687 -0.4961 1.5237  0.016
O -0.4922 -1.8212 0.5038  -0.005
O 1.1490 -1.0571 -1.4628  0.000
O -0.1522 1.4319 -1.6361  0.016
O 0.1513 1.8652 1.1805  -0.003
O -1.4117 -1.0842 -2.2312  0.006
O -0.9736 -0.0567 2.6717  0.007
H 3.0092 0.8947 -0.9543  0.002
H 2.0597 -1.3389 -1.3771  0.001
H -2.4916 0.8967 -0.6013  0.006
H -0.6290 2.4086 1.2907  0.003
H -2.6009 -0.2008 0.4357  0.003
H -0.9353 1.5013 -2.1822  0.000
H 0.0585 -2.6000 0.5837  0.005
H -1.2522 -1.0079 -3.1719  0.001
H 1.4697 -1.1751 2.1911  0.001
H 2.1936 2.1204 -0.6020  0.000
H -1.3273 -2.0766 0.8957  0.003
H 0.5499 1.7946 -2.1762  0.003
H 0.8015 2.2580 1.7630  0.003
H 2.3199 0.0201 1.8161  0.002
H -1.7812 -0.4213 3.0338  0.001
H -0.3530 -0.0779 3.4002  0.001
H 0.7943 -1.6020 -2.1653  0.004
H -2.0553 -1.7884 -2.1532  0.001

Output
HOMO-LUMO gap (alpha / beta): 7.878 / 9.371 eV
LUMO (alpha / beta): -14.50 / -13.00 eV
multiplicity: 4
charge: +3
electronic energy: -1731.3660 a.u.
relative energy (zero: lowest compared OMol25 entry of this formula, charge and spin): 19.8 kcal/mol



# 2
The following is a DFT calculation (ωB97M-V with the def2-TZVPD basis set) of a structure of composition CsH2O.

Last column: natural (NBO) charge in e.
CARTESIAN COORDINATES (ANGSTROEM)
Cs 21.8499 -3.2972 2.5710  0.997
O 23.0933 -5.9557 3.2339  -0.966
H 24.0094 -6.1967 3.0317  0.500
H 22.5839 -6.2209 2.4588  0.469

Output
HOMO-LUMO gap: 12.335 eV
LUMO: -4.01 eV
charge: +1
electronic energy: -96.3747 a.u.
relative energy (zero: lowest compared OMol25 entry of this formula, charge and spin): 4.5 kcal/mol



# 3
The following is a DFT calculation (ωB97M-V with the def2-TZVPD basis set) of a structure of composition CuH8O4.

Last column: natural (NBO) charge in e.
CARTESIAN COORDINATES (ANGSTROEM)
Cu -0.3190 -0.0559 -0.1388  0.885
O -0.8850 -1.3359 -1.3748  -0.996
O 0.7350 -0.8709 1.1462  -0.977
O -1.5670 1.1371 0.5812  -0.954
O 1.1550 1.0001 -0.9048  -0.970
H -0.4650 -1.7689 -2.1298  0.517
H 1.3160 1.8541 -0.5338  0.495
H -1.2760 2.0231 0.6652  0.495
H 0.9930 -0.0939 1.6922  0.492
H -1.4310 -1.9749 -0.8988  0.511
H -1.7660 0.9281 1.4972  0.501
H 1.9670 0.5141 -0.8238  0.497
H 1.5430 -1.3559 1.2232  0.504

Output
HOMO-LUMO gap: 8.316 eV
LUMO: -3.89 eV
charge: +1
electronic energy: -1945.9662 a.u.
relative energy (zero: lowest compared OMol25 entry of this formula, charge and spin): 17.3 kcal/mol



# 4
The following is a DFT calculation (ωB97M-V with the def2-TZVPD basis set) of a structure of composition CuI.

Last column: Mulliken spin population.
CARTESIAN COORDINATES (ANGSTROEM)
I 0.2695 -0.3012 -1.0730  0.934
Cu -0.2695 0.3012 1.0730  0.066

Output
HOMO-LUMO gap (alpha / beta): 9.820 / 6.605 eV
LUMO (alpha / beta): -6.23 / -9.14 eV
multiplicity: 2
charge: +1
electronic energy: -1937.8382 a.u.
relative energy (zero: lowest compared OMol25 entry of this formula, charge and spin): 2.4 kcal/mol



# 5
The following is a DFT calculation (ωB97M-V with the def2-TZVPD basis set) of a structure of composition CuN6O18.

Last column: Mulliken spin population.
CARTESIAN COORDINATES (ANGSTROEM)
Cu -0.0123 -0.1645 -0.0824  0.783
O -0.1381 3.7376 1.7904  0.077
O -0.6530 -1.9350 -3.2072  0.008
O -0.2325 1.8654 2.9098  0.101
O -0.0563 1.1652 -1.9540  0.158
O 0.3513 -2.0056 -1.4028  0.095
O 4.2299 0.8414 0.2222  0.011
O -1.3549 2.7769 -2.4789  0.303
O 2.3480 -0.1511 0.2481  0.040
O -3.4384 1.2139 1.6366  0.000
O -0.1403 -3.7723 -2.3007  0.023
O -0.0162 -1.6403 1.7693  0.001
O 3.8950 -0.9788 -1.0388  0.003
O 0.3987 1.8641 0.9389  0.162
O -2.1493 0.1478 0.2322  0.005
O -4.2325 0.2636 -0.1833  0.003
O 0.9304 -2.6464 3.4292  0.001
O 0.6386 3.0119 -2.6885  0.258
O -0.3141 -3.7094 2.1446  0.000
N -0.1362 -2.5742 -2.3327  -0.004
N 3.4814 -0.0491 -0.2856  -0.003
N -0.2457 2.3151 -2.3108  -0.019
N 0.0347 2.5140 1.8955  -0.007
N -3.2912 0.5423 0.5903  0.001
N 0.1031 -2.6328 2.4583  -0.001

Output
HOMO-LUMO gap (alpha / beta): 7.177 / 2.537 eV
LUMO (alpha / beta): 7.11 / 2.47 eV
multiplicity: 3
charge: -3
electronic energy: -3322.4576 a.u.



# 6
The following is a DFT calculation (ωB97M-V with the def2-TZVPD basis set) of a structure of composition F10LiN5O20S10.

Last column: natural (NBO) charge in e.
CARTESIAN COORDINATES (ANGSTROEM)
S 2.6915 -2.7629 2.7941  2.418
S -3.0317 -0.3452 0.0756  2.390
S -0.4644 2.1282 2.6179  2.397
S -4.6932 0.6175 -1.4179  2.447
S -1.8732 4.1797 -2.1063  2.439
S 2.5443 -1.9342 -2.2432  2.353
S -0.0904 2.5744 -2.3093  2.437
S 1.9744 2.2698 2.0419  2.419
S 0.3570 -2.6348 2.2261  2.415
S 2.4049 -4.1891 -1.7467  2.396
F -1.1202 0.9102 3.4452  -0.509
F 3.8662 -2.0058 3.6508  -0.546
F -2.1407 5.7408 -1.8215  -0.546
F 2.7945 1.5528 0.8151  -0.525
F -0.8373 -1.9168 3.0701  -0.518
F 1.8689 -5.6396 -2.3674  -0.562
F -3.1129 -0.7918 1.5973  -0.492
F 1.3357 2.7110 -3.0050  -0.526
F 2.6087 -1.0785 -3.6136  -0.535
F -5.1200 2.1016 -1.7794  -0.518
O -0.7539 1.8304 -3.3271  -0.885
O 0.2267 -2.0151 0.9324  -0.920
O 1.4667 -1.2231 -1.5783  -0.876
O 2.9643 2.0299 3.0912  -0.930
O 2.8265 -4.1050 3.3000  -0.955
O 1.6454 3.5919 1.5547  -0.894
O 1.4765 -4.0097 -0.6569  -0.888
O 3.1157 -2.4381 1.4452  -0.904
O -3.8131 0.3898 -2.5190  -0.901
O -1.7107 0.2234 0.0501  -0.971
O -1.4652 2.5301 1.6853  -0.854
O 0.2449 2.0627 -1.0101  -0.906
O -2.6328 3.9935 -3.3167  -0.952
O 3.9291 -1.7231 -1.8881  -0.885
O 0.0746 -4.0053 2.4014  -0.896
O 3.7843 -4.4562 -1.4292  -0.927
O -3.1386 -1.6100 -0.6576  -0.891
O -5.9588 -0.0998 -1.2844  -0.989
O -0.1496 3.0461 3.6753  -0.945
O -2.3751 3.6112 -0.8815  -0.909
N -0.3351 4.2140 -2.2499  -1.137
N -4.2130 0.9172 0.0080  -1.051
N 0.8638 1.1227 1.9862  -1.131
N 1.4988 -1.9520 3.3093  -1.069
N 2.1439 -3.3742 -3.0270  -1.063
Li 0.3225 -0.0386 0.4628  0.894

Output
HOMO-LUMO gap: 8.203 eV
LUMO: 7.94 eV
charge: -4
electronic energy: -6766.5430 a.u.
relative energy (zero: lowest compared OMol25 entry of this formula, charge and spin): 29.3 kcal/mol



# 7
The following is a DFT calculation (ωB97M-V with the def2-TZVPD basis set) of a structure of composition F10N5Na2O20S10.

Last column: natural (NBO) charge in e.
CARTESIAN COORDINATES (ANGSTROEM)
S 0.6105 1.1838 -3.6303  2.470
S -3.1574 1.5967 0.5129  2.488
S -2.1312 -4.9259 0.8269  2.472
S 1.1539 2.8177 -1.8740  2.451
S -2.6105 -2.5630 -0.0211  2.502
S -3.4801 3.7900 -0.6369  2.470
S 2.5041 1.7432 2.2247  2.496
S 3.0279 -2.3363 0.9187  2.476
S 0.3920 1.6106 3.5386  2.476
S 2.7356 -3.0201 -1.4207  2.439
Na 0.5224 -0.3295 -0.3404  0.919
Na 3.2258 0.3155 -1.2507  0.944
F -2.2153 -6.4120 0.2044  -0.533
F -2.5132 5.0641 -0.5577  -0.522
F -3.3421 1.0866 2.0127  -0.505
F 3.0729 -1.9609 -2.5993  -0.551
F -3.1948 -2.0336 -1.3874  -0.501
F 2.2015 -1.3993 1.8984  -0.497
F -0.8732 2.5561 3.7433  -0.499
F 2.4909 2.8679 -1.0028  -0.522
F 0.4867 -0.4141 -3.7815  -0.516
F 3.5337 2.9508 2.0306  -0.518
O 4.0018 -3.6619 -1.3661  -0.903
O -4.3624 1.1342 -0.1095  -0.946
O 1.4796 3.6984 -2.9282  -0.913
O -4.7782 4.3871 -0.6484  -0.957
O 0.1057 3.1873 -1.0084  -0.852
O 2.4230 1.1945 0.8959  -1.025
O 1.5757 -3.6837 -1.8721  -0.849
O 4.3746 -2.0726 1.3016  -0.923
O 2.4585 -3.6163 1.1868  -0.907
O 3.1423 0.9637 3.2285  -0.913
O -2.9961 3.1288 -1.8021  -0.917
O -0.7482 -4.8579 1.1426  -0.933
O -1.9331 0.9647 0.1319  -0.952
O -0.1476 0.5864 2.6973  -0.924
O -3.0934 -4.9126 1.8766  -0.936
O -3.5823 -2.2351 0.9388  -0.905
O 0.8054 1.3068 4.8669  -0.924
O -0.7151 1.6393 -3.7546  -0.873
O -1.3475 -1.9044 0.0323  -0.979
O 1.5738 1.4393 -4.6592  -0.942
N 1.2211 1.1523 -2.1442  -1.263
N 2.4246 -1.6929 -0.3801  -1.244
N 1.2552 2.6239 2.6564  -1.143
N -2.5167 -4.1125 -0.4959  -1.171
N -3.0609 3.1548 0.8049  -1.147

Output
HOMO-LUMO gap: 6.538 eV
LUMO: 4.26 eV
charge: -3
electronic energy: -7083.9220 a.u.
relative energy (zero: lowest compared OMol25 entry of this formula, charge and spin): 0.0 kcal/mol



# 8
The following is a DFT calculation (ωB97M-V with the def2-TZVPD basis set) of a structure of composition F2H2N2.

Last column: natural (NBO) charge in e.
CARTESIAN COORDINATES (ANGSTROEM)
F 1.6957 -0.2114 0.3295  -0.227
F -1.5387 -0.3780 -0.3818  -0.236
N -0.8289 0.3983 0.4299  -0.088
N 0.8097 0.4182 -0.4675  -0.087
H 0.6336 -0.0641 -1.2803  0.315
H -0.7713 -0.1629 1.3702  0.323

Output
HOMO-LUMO gap: 10.664 eV
LUMO: 0.33 eV
electronic energy: -310.1944 a.u.
relative energy (zero: lowest compared OMol25 entry of this formula, charge and spin): 90.3 kcal/mol



# 9
The following is a DFT calculation (ωB97M-V with the def2-TZVPD basis set) of a cluster of 2 separate species, F2H2O2P in total.

Last column: natural (NBO) charge in e.
CARTESIAN COORDINATES (ANGSTROEM)
P 0.0747 -0.1701 0.0506  2.427
F 2.1233 1.1961 -0.2510  -0.284
F 0.5138 -1.6738 0.4750  -0.465
O -0.9340 0.2078 1.1357  -0.986
O -0.5753 -0.0442 -1.3234  -0.917
H -1.0782 0.5825 2.0635  0.638
H -0.1243 -0.0984 -2.1503  0.586

Output
HOMO-LUMO gap (alpha / beta): 10.282 / 9.186 eV
LUMO (alpha / beta): -9.03 / -8.68 eV
charge: +1
electronic energy: -692.3978 a.u.
relative energy (zero: lowest compared OMol25 entry of this formula, charge and spin): 119.9 kcal/mol



# 10
The following is a DFT calculation (ωB97M-V with the def2-TZVPD basis set) of the molecule F2H2O4Si.

Last column: natural (NBO) charge in e.
CARTESIAN COORDINATES (ANGSTROEM)
Si -0.2119 -0.6711 -0.5026  2.448
F 1.2467 -2.0810 -3.0485  -0.195
F -1.0158 -1.1048 0.8407  -0.638
O -1.2595 -0.5075 -1.6707  -1.115
O 0.6168 0.6557 -0.2210  -1.087
O 1.1208 -1.7545 -0.8090  -0.603
O 1.5164 -2.7221 -1.7377  0.145
H 0.6515 0.8692 0.7135  0.511
H -1.1529 -0.6358 -2.6003  0.534

Output
SMILES: O[Si](O)(F)OOF
HOMO-LUMO gap: 10.909 eV
LUMO: -0.19 eV
electronic energy: -791.3728 a.u.
relative energy (zero: lowest compared OMol25 entry of this formula, charge and spin): 1.4 kcal/mol



# 11
The following is a DFT calculation (ωB97M-V with the def2-TZVPD basis set) of a cluster of 2 separate species, F2H2S2Si in total.

Last column: natural (NBO) charge in e.
CARTESIAN COORDINATES (ANGSTROEM)
S 0.4470 -1.7474 0.6890  -0.429
S -1.3514 1.4769 0.0392  -0.671
Si -1.0474 -0.2752 0.9238  1.543
F -1.7642 -1.0070 2.1224  -0.641
F 1.4070 1.0904 -1.7817  -0.568
H 1.0200 -1.5190 -0.5220  0.198
H 1.2890 1.9813 -1.4707  0.569

Output
SMILES: F[Si](=S)S.F
HOMO-LUMO gap: 9.544 eV
LUMO: -0.25 eV
electronic energy: -1286.8974 a.u.
relative energy (zero: lowest compared OMol25 entry of this formula, charge and spin): 52.9 kcal/mol



# 12
The following is a DFT calculation (ωB97M-V with the def2-TZVPD basis set) of a structure of composition F2H8NNa2O8S2.

Last column: natural (NBO) charge in e.
CARTESIAN COORDINATES (ANGSTROEM)
S -1.6525 0.1982 1.2233  2.429
S 0.6595 0.1617 0.2857  2.397
Na -1.0307 -2.7410 -0.4747  0.988
Na -1.4596 0.2660 -2.2013  0.967
F 1.1134 -0.2742 -1.1901  -0.532
F -3.1630 0.0797 0.6521  -0.519
O 0.4720 -0.2589 -3.9994  -0.967
O -3.9773 0.7877 -1.9940  -0.994
O 4.7658 -2.0615 1.6782  -0.933
O 1.1725 1.3540 3.5218  -0.946
O -1.5350 1.5913 1.5304  -0.846
O 0.8544 1.5866 0.2862  -0.841
O -1.6010 -0.7151 2.3267  -0.882
O 1.5106 -0.6220 1.1267  -0.843
N -0.9129 -0.4156 -0.0602  -1.336
H 0.2846 -1.2009 -4.0907  0.470
H 4.0406 -1.4937 1.3900  0.469
H 1.4353 -0.2015 -4.0594  0.506
H 0.9242 2.0055 2.8538  0.470
H -4.3558 1.3771 -2.6598  0.495
H 1.6765 1.8551 4.1724  0.476
H -4.5241 0.9174 -1.2073  0.508
H 5.3024 -2.1960 0.8893  0.465

Output
HOMO-LUMO gap: 7.879 eV
LUMO: -5.18 eV
charge: +1
electronic energy: -1981.9960 a.u.
relative energy (zero: lowest compared OMol25 entry of this formula, charge and spin): 0.0 kcal/mol



So what do the calculations give for M? Going down the list: 214.131, 150.920, 135.606, 190.450, 435.570, 907.606, 946.645, 68.026, 102.984, 132.094, 132.232, 298.173 g mol⁻¹.